Record 1
The following is a DFT calculation (the ωB97M-V functional and the def2-TZVPD basis) of a single C4H4OS molecule at a distorted geometry.

As for the spin multiplicity: 1. The value obtained for the energy relative to the best compared isomer or geometry (same formula, charge and spin) is 298.6 kJ/mol.

Last column: natural (NBO) charge in e.
Element x y z (Å)
C (0.987, 1.324, 0.004)  -0.425
C (-0.377, 1.315, -0.074)  0.107
C (-0.927, -1.052, -0.181)  0.135
C (0.387, -1.509, 0.030)  -0.432
H (1.534, 2.158, 0.389)  0.250
H (-1.163, 2.088, -0.299)  0.219
H (-1.765, -1.664, -0.063)  0.195
H (0.757, -2.606, 0.402)  0.261
O (-1.264, 0.209, -0.052)  -0.498
S (1.830, -0.263, -0.155)  0.189

Record 2
The following is a DFT calculation (the ωB97M-V functional and the def2-TZVPD basis) of C12H21Br2MgN3 as an isolated structure at a distorted geometry.

As for the spin multiplicity: 1. The value obtained for the energy relative to the best compared isomer or geometry (same formula, charge and spin) is 617.1 kJ/mol.

Last column: natural (NBO) charge in e.
Element x y z (Å)
Mg (7.007, 22.341, 17.431)  1.472
Br (3.843, 22.123, 16.414)  -0.740
Br (9.203, 19.741, 17.570)  -0.737
C (12.274, 27.754, 19.507)  -0.620
C (11.031, 28.535, 19.950)  -0.387
C (9.824, 27.679, 20.390)  -0.513
C (9.278, 26.770, 19.361)  0.318
N (8.861, 25.998, 18.607)  -0.371
H (12.052, 26.969, 18.784)  0.216
H (12.801, 27.197, 20.282)  0.209
H (13.017, 28.387, 19.023)  0.221
H (10.762, 29.159, 19.099)  0.209
H (11.281, 29.270, 20.715)  0.216
H (8.958, 28.266, 20.696)  0.252
H (10.125, 27.128, 21.280)  0.250
C (7.899, 24.330, 25.191)  -0.612
C (6.484, 24.778, 24.831)  -0.373
C (5.646, 23.542, 24.258)  -0.513
C (6.136, 23.146, 22.906)  0.306
N (6.541, 22.865, 21.834)  -0.369
H (7.856, 23.574, 25.975)  0.205
H (8.494, 25.155, 25.584)  0.216
H (8.374, 23.861, 24.329)  0.214
H (6.538, 25.616, 24.135)  0.214
H (6.008, 25.053, 25.772)  0.211
H (4.564, 23.670, 24.235)  0.255
H (5.752, 22.635, 24.853)  0.248
C (10.268, 28.050, 13.820)  -0.614
C (9.404, 27.576, 12.653)  -0.377
C (9.589, 26.081, 12.194)  -0.504
C (9.113, 25.137, 13.231)  0.306
N (8.691, 24.428, 14.020)  -0.368
H (10.040, 29.081, 14.090)  0.220
H (11.333, 27.998, 13.592)  0.203
H (10.137, 27.375, 14.665)  0.213
H (9.746, 28.138, 11.784)  0.204
H (8.371, 27.868, 12.843)  0.214
H (10.666, 25.925, 12.128)  0.245
H (9.059, 25.803, 11.283)  0.257

Record 3
The following is a DFT calculation (the ωB97M-V functional and the def2-TZVPD basis) of C7H13NO as an isolated structure at a distorted geometry.

As for the spin multiplicity: 1. The value obtained for the energy relative to the best compared isomer or geometry (same formula, charge and spin) is 386.4 kJ/mol.

Last column: natural (NBO) charge in e.
Element x y z (Å)
C (0.777, 1.158, 0.982)  -0.024
C (-1.759, 0.555, 0.675)  -0.617
C (-0.725, 1.197, -1.522)  -0.650
C (0.006, -0.921, -0.340)  0.083
C (0.587, -1.407, 0.771)  -0.040
C (-0.542, 0.434, -0.224)  -0.036
N (0.135, -1.522, -1.593)  -0.802
C (1.423, -2.185, 1.412)  -0.452
O (2.046, 1.209, 0.437)  -0.707
H (1.977, 1.470, -0.488)  0.469
H (0.573, -2.431, -1.571)  0.389
H (-0.682, -1.490, -2.186)  0.370
H (0.843, 0.782, 1.998)  0.198
H (0.281, 2.131, 1.039)  0.137
H (-1.615, 0.002, 1.601)  0.228
H (-1.966, 1.600, 0.919)  0.205
H (0.123, 1.061, -2.192)  0.220
H (-1.632, 0.886, -2.051)  0.217
H (-0.844, 2.262, -1.309)  0.219
H (-2.643, 0.160, 0.166)  0.202
H (1.189, -2.606, 2.383)  0.198
H (2.449, -2.345, 1.094)  0.193

Record 4
The following is a DFT calculation (the ωB97M-V functional and the def2-TZVPD basis) of an isolated ion of composition C4H12N3 and charge +1.

As for the spin multiplicity: 1. The value obtained for the energy relative to the best compared isomer or geometry (same formula, charge and spin) is 51.5 kJ/mol. The net charge is +1.

Last column: natural (NBO) charge in e.
Element x y z (Å)
C (-0.654, -0.273, 1.023)  -0.233
C (-0.282, -1.018, -0.295)  -0.062
C (0.721, 1.588, 0.555)  0.427
C (-1.489, -1.785, -0.823)  -0.623
N (0.462, 0.576, 1.353)  -0.529
N (1.899, 2.171, 0.466)  -0.730
N (0.234, -0.004, -1.203)  -0.839
H (-1.538, 0.345, 0.853)  0.213
H (-0.852, -0.969, 1.834)  0.239
H (0.527, -1.720, -0.065)  0.201
H (-0.118, 2.067, 0.070)  0.228
H (-1.223, -2.356, -1.708)  0.234
H (-2.295, -1.101, -1.081)  0.211
H (-1.847, -2.475, -0.068)  0.229
H (1.241, 0.123, 1.821)  0.409
H (2.724, 1.764, 0.884)  0.417
H (2.010, 3.039, -0.029)  0.433
H (0.979, -0.346, -1.796)  0.395
H (-0.500, 0.373, -1.790)  0.378

no.,molecular weight (g mol⁻¹),electronic energy (eV),E_HOMO (eV)
1,100.142,-17092.051,-7.53
2,391.434,-162783.086,-8.75
3,127.187,-11003.748,-7.56
4,102.161,-8807.200,-13.87